{
  "formula": "C32H33N4O2OsSe",
  "method": "wB97M-V/def2-TZVPD",
  "symbols": ["Os", "O", "C", "N", "C", "C", "C", "C", "C", "C", "N", "C", "C", "C", "C", "C", "N", "H", "H", "H", "H", "H", "H", "H", "H", "H", "H", "C", "C", "C", "C", "C", "C", "C", "C", "N", "H", "H", "H", "H", "H", "H", "Se", "C", "C", "C", "C", "C", "C", "C", "C", "C", "C", "C", "C", "O", "H", "H", "H", "H", "H", "H", "H", "H", "H", "H", "H", "H", "H", "H", "H", "H", "H"],
  "xyz": [[0.58310, 0.06833, -0.71738], [2.39461, 3.07559, 1.41361], [1.87454, 2.04026, 0.99084], [1.28828, 1.87191, -0.20320], [1.15936, 3.05103, -1.02723], [-0.10335, 3.01464, -1.83977], [-0.37852, 4.02339, -2.75908], [-1.53070, 3.94390, -3.51739], [-2.36739, 2.84990, -3.34519], [-2.01650, 1.89542, -2.40678], [-0.91681, 1.97355, -1.66860], [1.81373, 0.80196, 1.82371], [2.48880, 0.71183, 3.03268], [2.40711, -0.44773, 3.78129], [1.60572, -1.47916, 3.29947], [0.93555, -1.30418, 2.10564], [1.03654, -0.20043, 1.35517], [2.02004, 3.13188, -1.71028], [1.16769, 3.93948, -0.37815], [0.30938, 4.84617, -2.87638], [-1.77144, 4.70303, -4.24883], [-3.27132, 2.74142, -3.92873], [-2.63405, 1.02245, -2.24224], [3.06434, 1.56545, 3.35029], [2.93445, -0.54463, 4.71843], [1.50088, -2.41048, 3.83643], [0.29154, -2.08846, 1.73328], [-2.22734, 1.53348, 1.18703], [-1.80067, 2.83489, 1.25619], [-0.78017, 3.23150, 2.17430], [-0.33240, 4.51640, 2.23285], [-0.88617, 5.50562, 1.39485], [-1.90581, 5.14666, 0.49129], [-2.34802, 3.86042, 0.42521], [-0.43901, 6.82679, 1.47174], [-0.09269, 7.92491, 1.54283], [-3.00761, 1.23536, 0.51082], [-1.83131, 0.78771, 1.85180], [-0.35702, 2.47597, 2.82360], [0.46504, 4.79619, 2.90609], [-2.32203, 5.91416, -0.14762], [-3.13141, 3.58971, -0.26818], [1.21536, 0.05290, -2.93643], [3.70068, -3.08902, -0.03770], [2.50697, -2.86942, -0.96719], [2.84850, -3.22913, -2.41513], [1.29583, -3.65727, -0.53276], [1.43293, -5.00038, -0.22799], [0.35421, -5.78499, 0.13616], [-0.90246, -5.20746, 0.17396], [-1.09559, -3.87192, -0.11997], [-2.49707, -3.30766, -0.07127], [-2.61177, -2.18230, 0.95812], [-2.92794, -2.81533, -1.45508], [0.00810, -3.05425, -0.48674], [-0.20572, -1.80098, -0.77978], [4.49500, -2.38353, -0.27112], [4.10143, -4.09480, -0.15245], [3.40529, -2.94507, 1.00089], [2.25626, -1.79351, -0.94171], [3.13715, -4.27676, -2.49076], [3.65951, -2.60435, -2.78286], [1.97576, -3.05739, -3.04060], [2.41475, -5.44951, -0.28274], [0.49080, -6.83021, 0.38164], [-1.76374, -5.80837, 0.43734], [-3.17270, -4.11885, 0.23690], [-2.00993, -1.33172, 0.64408], [-2.26970, -2.51674, 1.93716], [-3.64668, -1.85814, 1.05290], [-2.24387, -2.04131, -1.79847], [-3.94043, -2.41311, -1.42298], [-2.89988, -3.63570, -2.16982]],
  "mulliken_spin": [2.089, 0.027, -0.012, -0.050, -0.041, 0.014, 0.019, -0.015, 0.008, 0.009, 0.054, 0.074, -0.011, 0.030, -0.015, 0.036, -0.038, -0.004, -0.005, 0.000, 0.000, 0.002, -0.005, 0.000, 0.002, -0.001, -0.011, 0.533, -0.058, 0.160, -0.082, 0.201, -0.083, 0.176, -0.034, 0.103, 0.004, 0.032, 0.006, 0.000, -0.001, 0.002, 0.730, 0.006, 0.102, 0.010, -0.033, -0.003, 0.011, -0.007, -0.008, 0.004, -0.048, -0.013, -0.039, 0.146, 0.000, 0.001, 0.000, -0.044, 0.003, 0.001, -0.003, 0.000, 0.001, 0.000, 0.001, 0.059, 0.000, -0.001, 0.008, 0.000, 0.000],
  "homo_ev": [-3.611, -3.597],
  "e_above_lowest_kj_mol": 110.7,
  "s_squared": 6.07,
  "homo_lumo_gap_ev": [6.15, 4.52],
  "lumo_energy_ev": [2.54, 0.93],
  "total_charge": -1,
  "spin_multiplicity": 5
}